54
Properties=species:S:1:pos:R:3 method="wB97M-V/def2-TZVPD" gap_ev="2.8 / 2.8" fmax_ev_per_a=7.717 e_lumo_ev="-10.85 / -10.85" charge=+2
C -1.20 -2.51 -1.58
C -1.47 -1.65 -0.44
H -2.11 -3.04 -1.94
H -0.45 -3.27 -1.28
H -0.78 -1.91 -2.41
O -2.33 -1.57 0.37
Cl 2.05 -1.14 -1.61
Lu 0.79 0.28 -0.11
P 0.93 -1.43 1.89
C 0.01 -1.27 3.42
C 1.08 -3.17 1.46
H 1.60 -3.71 2.26
H 3.16 -1.59 2.88
H 1.63 -3.28 0.52
H 3.20 -0.75 1.31
H -1.03 -1.54 3.25
H 0.08 -3.61 1.32
C 2.64 -0.86 2.25
H 0.43 -1.92 4.20
H 2.66 0.12 2.74
H 0.04 -0.23 3.77
P -0.73 1.47 -1.93
C -2.06 2.59 -1.48
C 0.67 2.56 -2.40
H -0.39 -0.01 -3.82
H -1.47 1.34 -4.26
H -2.07 -0.02 -3.29
C -1.21 0.63 -3.46
H 1.61 2.00 -2.36
H 0.54 2.92 -3.42
H -2.36 3.21 -2.33
H -1.73 3.22 -0.65
H 0.80 3.42 -1.73
H -2.92 2.00 -1.14
C -1.35 1.05 1.30
O -2.22 1.33 1.99
C 3.29 5.63 6.39
C 2.79 4.92 5.16
C 2.39 5.69 4.05
C 1.94 5.07 2.90
C 1.90 3.67 2.79
C 2.24 2.89 3.90
C 2.70 3.51 5.07
S 1.33 3.15 1.20
O -0.14 3.21 1.21
O 1.99 3.97 0.23
O 1.80 1.69 1.10
H 4.16 6.25 6.15
H 2.52 6.31 6.79
H 3.57 4.92 7.18
H 2.45 6.79 4.09
H 1.64 5.69 2.05
H 2.15 1.81 3.85
H 3.01 2.91 5.94

53
Properties=species:S:1:pos:R:3 method="wB97M-V/def2-TZVPD" gap_ev="1.7 / 8.5" fmax_ev_per_a=5.607 e_lumo_ev="4.58 / 4.48" charge=-2 spin_multiplicity=2
Cl 0.25 1.70 -5.45
O -1.11 1.31 -5.46
O 0.36 2.98 -6.18
O 0.81 1.78 -4.14
O 1.05 0.78 -6.16
C 1.86 2.91 -10.79
C 1.29 1.64 -9.98
C -0.24 1.57 -9.53
C -0.90 0.29 -9.18
N -1.44 -0.70 -8.94
H 1.65 3.89 -10.38
H 1.50 2.93 -11.82
H 2.94 2.82 -10.92
H 1.92 1.59 -9.09
H 1.58 0.73 -10.52
H -0.88 2.00 -10.30
H -0.24 2.19 -8.64
C -2.76 5.81 -6.19
C -2.88 4.42 -5.58
C -4.35 3.75 -5.48
C -4.39 2.47 -4.71
N -4.56 1.49 -4.04
H -2.94 5.91 -7.26
H -1.75 6.20 -6.05
H -3.29 6.61 -5.66
H -2.35 4.26 -4.64
H -2.37 3.81 -6.33
H -4.73 3.44 -6.45
H -4.96 4.54 -5.04
C 4.75 3.49 -1.52
C 3.27 3.14 -1.56
C 2.44 4.48 -1.91
C 1.01 4.35 -1.42
N -0.05 4.25 -1.01
H 4.88 4.18 -0.69
H 4.88 3.76 -2.56
H 5.39 2.62 -1.37
H 2.88 2.78 -0.61
H 2.97 2.44 -2.34
H 2.36 4.74 -2.97
H 2.91 5.28 -1.35
C 5.46 2.47 -6.71
C 4.45 1.36 -6.76
C 4.78 0.12 -7.59
C 6.11 -0.49 -7.39
N 7.10 -0.96 -7.18
H 6.41 1.94 -6.62
H 5.25 3.18 -5.91
H 5.53 3.06 -7.63
H 3.57 1.78 -7.24
H 4.29 1.04 -5.73
H 4.80 0.54 -8.59
H 4.06 -0.70 -7.65

49
Properties=species:S:1:pos:R:3 method="wB97M-V/def2-TZVPD" gap_ev=7.9 fmax_ev_per_a=5.109 e_lumo_ev=-4.53 charge=+1
C 1.05 2.86 1.31
C -0.44 2.32 0.90
C -0.45 0.94 0.00
C 1.01 0.50 -0.61
N -1.14 -0.13 0.84
C -0.39 -1.10 1.76
C -1.23 -2.19 2.66
C -2.90 -2.24 2.59
C -3.64 -1.18 1.57
C -5.27 -1.07 1.32
C -5.72 0.38 2.00
C -5.70 1.61 0.88
O -4.84 0.66 3.17
C -2.68 -0.15 0.73
H 1.69 3.06 0.35
H 1.53 2.02 2.02
H 0.93 3.83 1.99
H -1.11 3.10 0.33
H -1.01 2.08 1.92
H -1.16 1.13 -0.94
H 1.29 1.33 -1.41
H 1.87 0.45 0.18
H 0.84 -0.50 -1.21
H 0.78 -1.10 1.84
H -0.74 -2.97 3.41
H -3.54 -2.97 3.24
H -5.89 -1.94 1.81
H -5.40 -1.04 0.14
H -6.82 0.35 2.43
H -6.50 2.39 1.26
H -4.63 2.13 0.91
H -5.97 1.22 -0.20
H -5.27 1.44 3.66
H -3.22 0.63 0.01
C 5.54 -2.18 -2.40
C 4.57 -1.96 -3.56
C 3.78 -0.69 -3.26
S 4.84 0.33 -2.25
O 4.24 0.46 -0.94
O 5.28 1.48 -3.02
C 6.19 -0.83 -2.14
H 6.28 -2.95 -2.63
H 4.98 -2.51 -1.51
H 5.14 -1.84 -4.49
H 3.90 -2.82 -3.70
H 3.53 -0.15 -4.18
H 2.87 -0.90 -2.69
H 6.66 -0.76 -1.16
H 6.91 -0.58 -2.93

56
Properties=species:S:1:pos:R:3 method="wB97M-V/def2-TZVPD" gap_ev=2.5 fmax_ev_per_a=2.690 e_lumo_ev=-1.01
C 0.64 2.30 -2.68
C 0.52 1.44 -1.85
C 0.46 0.35 -0.85
N 1.17 0.72 0.37
C 0.81 1.20 1.58
N -0.41 1.47 2.00
C -1.66 1.28 1.26
C -2.10 -0.20 1.38
C -3.12 -0.59 0.28
C -3.07 -2.11 0.00
O -2.76 -2.31 -1.38
B -0.52 1.97 3.41
O -0.41 3.29 3.72
O -0.77 1.06 4.43
N 1.87 1.41 2.39
C 2.91 1.06 1.64
C 4.30 1.17 2.20
C 4.96 2.51 1.76
F 4.21 1.20 3.56
N 2.53 0.68 0.44
C 3.48 0.27 -0.59
C 3.56 -1.25 -0.85
C 3.32 -2.12 0.38
F 4.22 -1.81 1.38
H 0.98 2.85 -3.53
H 1.01 -0.48 -1.30
H -0.56 -0.01 -0.68
H -2.42 1.89 1.75
H -1.61 1.63 0.22
H -2.41 -0.47 2.39
H -1.20 -0.80 1.16
H -4.13 -0.34 0.62
H -2.85 -0.07 -0.64
H -2.29 -2.62 0.60
H -4.05 -2.54 0.19
H -1.92 -2.76 -1.43
H 0.06 3.33 4.57
H -1.69 1.15 4.70
H 4.97 0.36 1.91
H 4.83 3.25 2.56
H 6.02 2.36 1.53
H 4.48 2.91 0.86
H 3.22 0.75 -1.54
H 4.48 0.64 -0.35
H 4.53 -1.45 -1.32
H 2.82 -1.56 -1.60
H 2.29 -2.03 0.75
H 3.45 -3.16 0.08
C -4.84 -1.66 -3.90
C -5.72 -2.33 -4.98
O -6.65 -3.10 -4.40
H -4.32 -2.40 -3.29
H -4.07 -1.02 -4.38
H -5.43 -1.01 -3.24
H -4.99 -2.85 -5.67
H -6.09 -1.49 -5.63

53
Properties=species:S:1:pos:R:3 method="wB97M-V/def2-TZVPD" gap_ev=7.1 fmax_ev_per_a=5.554 e_lumo_ev=2.32 charge=-1
C -3.14 6.15 0.07
C -3.06 4.72 0.92
C -4.26 4.14 1.89
C -4.11 2.71 2.68
C -2.73 1.81 2.48
C -1.56 2.42 1.50
C -0.21 1.52 1.27
C -0.43 0.14 0.41
C -1.87 -0.18 -0.30
O -1.73 -0.33 -1.77
P -0.35 0.70 -2.09
F 0.42 -0.60 -2.99
O 0.59 0.27 -0.65
C -1.66 3.85 0.71
H -4.15 6.07 -0.56
H -3.12 7.07 0.80
H -2.26 6.17 -0.73
H -5.25 4.78 2.02
H -4.93 2.24 3.40
H -2.61 0.77 3.03
H 0.30 1.34 2.33
H 0.57 2.19 0.66
H -0.33 -0.72 1.21
H -2.29 -1.12 0.31
H -2.77 0.57 -0.20
H -1.12 1.77 -1.46
H -1.02 0.99 -3.36
H 0.56 1.76 -2.46
H -0.78 4.22 0.02
C 2.47 -0.11 4.67
O 2.08 0.88 4.07
N 2.53 -1.39 4.15
C 3.01 -2.52 4.92
C 2.09 -1.61 2.79
H 2.83 -0.06 5.71
H 3.88 -2.95 4.41
H 2.22 -3.26 5.00
H 3.31 -2.20 5.93
H 2.69 -1.00 2.11
H 1.04 -1.31 2.70
H 2.19 -2.67 2.52
C 1.31 -3.52 -6.18
O 1.51 -4.08 -7.24
N 1.85 -3.89 -4.96
C 1.56 -3.16 -3.74
C 2.73 -5.03 -4.91
H 0.65 -2.63 -6.11
H 2.50 -2.78 -3.33
H 1.09 -3.85 -3.03
H 0.88 -2.33 -3.93
H 3.59 -4.85 -5.56
H 2.19 -5.91 -5.26
H 3.08 -5.20 -3.88